Entry 1:
{
  "formula": "C32H56HgN4O2S3",
  "method": "ωB97M-V with the def2-TZVPD basis set",
  "total_charge": -1,
  "homo_ev": [-2.14, -2.14],
  "homo_lumo_gap_ha": [0.1395, 0.1387],
  "multiplicity": 2,
  "energy_ha": -2970.10020,
  "s2": 0.76,
  "de_lowest_kcal_mol": 128.3,
  "species": ["Hg", "C", "C", "C", "C", "C", "C", "C", "C", "C", "C", "C", "C", "C", "C", "C", "C", "C", "H", "H", "H", "H", "H", "H", "H", "H", "H", "H", "H", "H", "H", "H", "H", "H", "H", "H", "H", "H", "H", "H", "H", "H", "H", "H", "H", "H", "H", "N", "C", "S", "N", "N", "C", "C", "C", "C", "C", "C", "N", "H", "H", "H", "H", "H", "H", "H", "C", "S", "C", "O", "H", "H", "H", "H", "H", "H", "C", "C", "C", "S", "O", "C", "C", "C", "H", "H", "H", "H", "H", "H", "H", "H", "H", "H", "H", "H", "H", "H"],
  "positions_angstrom": [[-1.721, 0.682, 2.055], [5.116, -1.159, 1.148], [4.876, 0.187, 0.905], [4.238, 0.335, -0.368], [3.737, -0.991, -0.621], [4.374, -1.950, 0.164], [4.341, -3.420, -0.245], [2.837, -3.938, -0.180], [5.242, -4.266, 0.717], [4.739, -3.442, -1.694], [4.056, 1.541, -1.322], [2.744, 2.175, -1.063], [5.144, 2.562, -1.252], [3.960, 0.881, -2.758], [5.421, 1.168, 1.884], [5.556, 0.509, 3.347], [4.540, 2.436, 1.993], [6.993, 1.439, 1.637], [5.672, -1.556, 1.974], [2.983, -1.079, -1.364], [2.389, -3.752, 0.824], [2.802, -4.996, -0.384], [2.206, -3.342, -0.860], [4.755, -4.268, 1.714], [6.229, -3.875, 0.778], [5.303, -5.283, 0.512], [4.079, -2.753, -2.310], [4.741, -4.426, -2.174], [5.777, -3.056, -1.862], [1.925, 1.446, -1.325], [2.673, 3.083, -1.732], [2.585, 2.627, -0.065], [4.880, 3.513, -0.733], [5.537, 2.797, -2.284], [6.072, 2.247, -0.651], [3.085, 0.253, -2.742], [4.829, 0.285, -2.931], [3.822, 1.567, -3.624], [4.767, -0.199, 3.649], [5.548, 1.309, 4.137], [6.534, 0.033, 3.449], [3.518, 2.134, 1.788], [4.641, 3.218, 1.192], [4.594, 3.004, 2.915], [7.178, 1.854, 0.651], [7.603, 0.611, 1.883], [7.253, 2.346, 2.251], [-1.636, 4.902, 2.038], [-1.321, 3.757, 1.341], [-0.309, 2.610, 2.226], [-1.721, 3.697, 0.063], [-1.014, 2.697, -0.598], [-0.959, 3.094, -1.870], [-0.434, 2.287, -2.951], [0.108, 2.989, -4.076], [0.505, 2.322, -5.257], [0.317, 0.899, -5.226], [-0.265, 0.337, -4.115], [-0.514, 0.965, -2.924], [-1.253, 5.068, 2.944], [-2.221, 5.627, 1.639], [-1.599, 4.000, -2.073], [0.226, 4.094, -4.076], [1.027, 2.867, -6.101], [0.731, 0.274, -6.097], [-0.478, -0.711, -4.058], [-2.651, -0.881, -0.717], [-1.957, -2.080, 0.549], [-2.982, -3.578, 0.093], [-2.526, -1.457, 1.946], [-2.718, -1.455, -1.608], [-1.740, -0.240, -0.848], [-3.569, -0.339, -0.457], [-3.968, -3.249, -0.291], [-2.997, -4.101, 1.046], [-2.422, -4.142, -0.713], [-7.481, -3.712, 0.355], [-8.426, -2.900, 1.215], [-8.909, -1.722, 0.356], [-7.709, -0.310, -0.105], [-6.354, -0.942, 0.050], [-7.657, 0.927, 1.302], [-7.289, 0.547, 2.659], [-7.602, 1.633, 3.685], [-6.728, -2.918, 0.072], [-7.859, -4.085, -0.592], [-7.187, -4.673, 0.966], [-7.783, -2.525, 2.034], [-9.219, -3.499, 1.648], [-9.793, -1.198, 0.692], [-9.127, -2.103, -0.608], [-8.602, 1.457, 1.337], [-6.968, 1.636, 0.824], [-6.252, 0.098, 2.759], [-7.871, -0.453, 2.823], [-6.963, 2.535, 3.458], [-7.451, 1.435, 4.782], [-8.601, 2.026, 3.437]],
  "lowdin_spin": [0.351, 0.000, 0.000, 0.000, 0.000, 0.000, 0.000, 0.000, 0.000, 0.000, 0.000, 0.000, 0.000, 0.000, 0.000, 0.000, 0.000, 0.000, 0.000, 0.000, 0.000, 0.000, 0.000, 0.000, 0.000, 0.000, 0.000, 0.000, 0.000, 0.000, 0.000, 0.001, 0.000, 0.000, 0.000, 0.000, 0.000, 0.000, 0.000, 0.000, 0.000, 0.001, 0.000, 0.000, 0.000, 0.000, 0.000, 0.016, 0.038, 0.259, 0.013, -0.002, 0.010, 0.001, 0.001, 0.000, 0.002, 0.000, 0.002, 0.002, 0.001, 0.000, 0.000, 0.000, 0.000, 0.000, 0.025, 0.061, 0.012, 0.176, 0.002, 0.005, 0.009, 0.000, 0.002, 0.003, 0.000, 0.000, 0.000, 0.001, 0.002, 0.000, 0.001, 0.000, 0.000, 0.000, 0.000, 0.000, 0.000, 0.000, 0.000, 0.000, 0.000, 0.002, 0.000, 0.000, 0.000, 0.000]
}


Entry 2:
{
  "formula": "C14H46BrClO10Si",
  "method": "ωB97M-V with the def2-TZVPD basis set",
  "homo_ev": -9.73,
  "homo_lumo_gap_ha": 0.3678,
  "smiles": "C[C@@H](Cl)C[SiH2]CC(=O)Br.CO.CO.CO.CO.CO.CO.CO.CO.CO",
  "energy_ha": -4636.96241,
  "species": ["C", "C", "Cl", "C", "Si", "C", "C", "O", "Br", "H", "H", "H", "H", "H", "H", "H", "H", "H", "H", "C", "O", "H", "H", "H", "H", "C", "O", "H", "H", "H", "H", "C", "O", "H", "H", "H", "H", "C", "O", "H", "H", "H", "H", "C", "O", "H", "H", "H", "H", "C", "O", "H", "H", "H", "H", "C", "O", "H", "H", "H", "H", "C", "O", "H", "H", "H", "H", "C", "O", "H", "H", "H", "H"],
  "positions_angstrom": [[-3.121, -0.926, 2.675], [-1.733, -1.100, 3.234], [-0.705, -1.829, 1.946], [-1.128, 0.186, 3.749], [-0.539, 1.422, 2.451], [-0.077, 3.013, 3.383], [0.496, 2.690, 4.706], [-0.136, 2.604, 5.729], [2.401, 2.235, 4.729], [-3.844, -0.783, 3.461], [-3.397, -1.831, 2.161], [-3.160, -0.136, 1.947], [-1.778, -1.801, 4.046], [-1.876, 0.661, 4.370], [-0.299, -0.027, 4.406], [-1.581, 1.755, 1.457], [0.616, 0.904, 1.696], [-0.974, 3.567, 3.593], [0.604, 3.618, 2.805], [-4.293, -4.764, -0.148], [-4.041, -4.680, 1.254], [-5.228, -5.300, -0.285], [-4.389, -3.766, -0.584], [-3.496, -5.306, -0.659], [-3.215, -4.207, 1.370], [-5.922, -4.633, -3.289], [-4.754, -5.443, -3.413], [-5.606, -3.646, -2.964], [-6.438, -4.542, -4.247], [-6.604, -5.051, -2.545], [-5.049, -6.311, -3.700], [3.256, 5.100, 1.512], [1.866, 4.813, 1.289], [3.418, 5.144, 2.585], [3.883, 4.316, 1.091], [3.523, 6.060, 1.067], [1.733, 4.763, 0.339], [6.298, 7.736, 0.514], [5.969, 6.457, -0.033], [6.255, 7.650, 1.597], [7.305, 8.041, 0.222], [5.582, 8.495, 0.190], [6.005, 6.529, -0.989], [2.208, -4.118, 0.444], [1.780, -2.874, -0.100], [2.618, -4.707, -0.371], [2.986, -3.973, 1.199], [1.371, -4.664, 0.888], [1.416, -2.353, 0.620], [7.180, 4.093, 2.686], [6.408, 3.893, 1.510], [7.187, 3.158, 3.241], [8.212, 4.363, 2.441], [6.745, 4.873, 3.319], [6.407, 4.723, 1.019], [-2.234, -8.316, -4.468], [-2.760, -7.113, -5.027], [-1.856, -8.922, -5.286], [-1.414, -8.103, -3.778], [-3.011, -8.879, -3.944], [-3.098, -6.571, -4.310], [0.456, 7.844, 0.381], [-0.360, 6.680, 0.378], [-0.067, 8.612, -0.182], [0.624, 8.205, 1.399], [1.422, 7.653, -0.097], [0.107, 6.004, 0.875], [-2.923, -4.821, -7.674], [-3.625, -6.054, -7.637], [-3.521, -4.118, -8.249], [-2.778, -4.421, -6.666], [-1.949, -4.932, -8.159], [-3.106, -6.664, -7.105]],
  "lowdin_charge": [-0.134, -0.773, 0.636, -0.345, 0.665, -0.304, -0.885, 0.012, 0.680, 0.088, 0.049, 0.062, 0.094, 0.090, 0.077, -0.022, -0.030, 0.088, 0.039, -0.160, -0.128, 0.073, 0.075, 0.077, 0.049, -0.142, -0.138, 0.077, 0.082, 0.077, 0.075, -0.116, -0.154, 0.082, 0.075, 0.066, 0.083, -0.130, -0.139, 0.080, 0.080, 0.079, 0.087, -0.164, -0.144, 0.075, 0.076, 0.072, -0.007, -0.157, -0.137, 0.075, 0.075, 0.073, 0.028, -0.134, -0.131, 0.079, 0.079, 0.077, 0.045, -0.162, -0.127, 0.076, 0.079, 0.068, 0.032, -0.168, -0.135, 0.073, 0.072, 0.074, 0.037]
}


Entry 3:
{
  "formula": "C3H3NS",
  "method": "ωB97M-V with the def2-TZVPD basis set",
  "homo_ev": -9.12,
  "homo_lumo_gap_ha": 0.3241,
  "energy_ha": -568.84481,
  "de_lowest_kcal_mol": 108.4,
  "species": ["C", "C", "C", "H", "H", "H", "N", "S"],
  "positions_angstrom": [[0.305, -0.244, 0.056], [-0.958, -0.299, 0.726], [-2.115, -0.219, 1.232], [2.261, 0.220, -2.559], [0.985, -0.219, 0.772], [-3.108, -0.047, 2.045], [0.419, 0.118, -1.225], [2.210, 0.691, -1.046]],
  "nbo_charge": [-0.014, -0.109, -0.187, 0.167, 0.180, 0.299, -0.378, 0.043]
}


Entry 4:
{
  "formula": "C6H6",
  "method": "ωB97M-V with the def2-TZVPD basis set",
  "homo_ev": -9.02,
  "homo_lumo_gap_ha": 0.3643,
  "smiles": "C#CCC#CC",
  "energy_ha": -232.02917,
  "de_lowest_kcal_mol": 123.7,
  "species": ["C", "C", "C", "C", "C", "C", "H", "H", "H", "H", "H", "H"],
  "positions_angstrom": [[3.126, 0.501, 0.325], [2.246, -0.036, -0.307], [1.115, -0.823, -0.704], [-0.225, -0.313, -0.327], [-1.322, 0.120, -0.045], [-2.649, 0.650, 0.324], [3.792, 0.394, 1.150], [1.100, -1.373, -1.644], [1.839, -1.509, -0.044], [-2.630, 1.111, 1.319], [-2.980, 1.415, -0.386], [-3.411, -0.139, 0.339]],
  "nbo_charge": [-0.271, -0.034, -0.535, -0.042, 0.038, -0.684, 0.233, 0.259, 0.323, 0.238, 0.238, 0.237]
}


Entry 5:
{
  "formula": "C28H31F9O36P2",
  "method": "ωB97M-V with the def2-TZVPD basis set",
  "homo_ev": -11.27,
  "homo_lumo_gap_ha": 0.3771,
  "smiles": "O=C(OP(=O)(O)O)OP(=O)(O)O.O=C1OC[C@@H](F)O1.O=C1OC[C@@H](F)O1.O=C1OC[C@@H](F)O1.O=C1OC[C@@H](F)O1.O=C1OC[C@@H](F)O1.O=C1OC[C@@H](F)O1.O=C1OC[C@@H](F)O1.O=C1OC[C@@H](F)O1.O=C1OC[C@@H](F)O1",
  "energy_ha": -5376.10833,
  "species": ["O", "C", "O", "P", "O", "O", "O", "O", "P", "O", "O", "O", "H", "H", "H", "H", "O", "C", "O", "C", "C", "F", "O", "H", "H", "H", "O", "C", "O", "C", "C", "F", "O", "H", "H", "H", "O", "C", "O", "C", "C", "F", "O", "H", "H", "H", "O", "C", "O", "C", "C", "F", "O", "H", "H", "H", "O", "C", "O", "C", "C", "F", "O", "H", "H", "H", "O", "C", "O", "C", "C", "F", "O", "H", "H", "H", "O", "C", "O", "C", "C", "F", "O", "H", "H", "H", "O", "C", "O", "C", "C", "F", "O", "H", "H", "H", "O", "C", "O", "C", "C", "F", "O", "H", "H", "H"],
  "positions_angstrom": [[-0.082, -9.919, -0.131], [-0.505, -9.142, 0.631], [-1.820, -9.177, 1.028], [-2.812, -7.935, 1.039], [-4.074, -8.305, 1.664], [-2.085, -6.764, 1.843], [-2.974, -7.477, -0.467], [0.243, -8.250, 1.310], [1.151, -7.148, 0.515], [2.492, -7.134, 1.092], [0.370, -5.789, 0.564], [1.060, -7.455, -1.018], [-2.644, -5.976, 1.777], [-3.152, -6.529, -0.527], [-0.003, -5.633, 1.444], [1.624, -8.225, -1.205], [4.669, -1.716, 1.601], [4.865, -2.882, 1.659], [4.522, -3.682, 2.687], [4.798, -5.044, 2.312], [5.846, -4.860, 1.239], [5.767, -5.809, 0.272], [5.486, -3.607, 0.681], [3.894, -5.506, 1.917], [5.149, -5.617, 3.165], [6.873, -4.809, 1.601], [5.739, 4.100, 2.165], [5.351, 3.207, 1.494], [5.762, 1.928, 1.576], [4.956, 1.130, 0.698], [4.472, 2.166, -0.291], [3.225, 1.892, -0.769], [4.417, 3.340, 0.495], [4.134, 0.690, 1.258], [5.545, 0.340, 0.246], [5.138, 2.333, -1.141], [1.241, 7.022, -4.562], [1.838, 6.125, -4.069], [1.372, 5.343, -3.071], [2.312, 4.285, -2.849], [3.586, 4.883, -3.401], [4.400, 3.947, -3.948], [3.097, 5.739, -4.423], [2.005, 3.401, -3.408], [2.374, 4.036, -1.795], [4.160, 5.472, -2.685], [-0.247, 3.829, -0.921], [-1.279, 4.219, -1.359], [-1.673, 4.056, -2.636], [-3.015, 4.547, -2.761], [-3.100, 5.502, -1.591], [-4.346, 5.552, -1.063], [-2.213, 4.902, -0.650], [-3.719, 3.721, -2.652], [-3.162, 5.026, -3.724], [-2.758, 6.513, -1.810], [8.002, -3.288, -4.534], [7.040, -3.745, -4.025], [6.041, -3.023, -3.457], [4.993, -3.922, -3.084], [5.737, -5.234, -2.962], [4.964, -6.295, -3.308], [6.775, -5.081, -3.912], [4.246, -3.964, -3.878], [4.523, -3.606, -2.156], [6.168, -5.414, -1.980], [-6.208, 9.319, -4.782], [-5.175, 9.504, -4.243], [-4.649, 10.717, -3.945], [-3.463, 10.521, -3.169], [-3.072, 9.113, -3.559], [-2.476, 8.437, -2.536], [-4.319, 8.514, -3.834], [-3.706, 10.585, -2.107], [-2.711, 11.264, -3.415], [-2.433, 9.043, -4.440], [3.419, 2.180, 3.901], [2.369, 2.554, 3.508], [1.915, 2.400, 2.242], [0.563, 2.869, 2.185], [0.513, 3.805, 3.371], [-0.716, 3.828, 3.956], [1.445, 3.225, 4.260], [-0.119, 2.027, 2.314], [0.356, 3.360, 1.240], [0.817, 4.830, 3.153], [-9.750, -7.479, -0.680], [-8.922, -8.256, -0.349], [-8.980, -9.028, 0.763], [-7.869, -9.934, 0.741], [-6.897, -9.204, -0.157], [-6.138, -10.063, -0.886], [-7.762, -8.497, -1.029], [-8.179, -10.883, 0.301], [-7.484, -10.105, 1.742], [-6.239, -8.506, 0.362], [-5.984, 6.905, 6.899], [-5.134, 6.191, 6.497], [-3.924, 6.599, 6.040], [-3.125, 5.438, 5.782], [-4.181, 4.373, 5.582], [-3.770, 3.153, 6.007], [-5.230, 4.830, 6.413], [-2.502, 5.222, 6.650], [-2.494, 5.587, 4.911], [-4.547, 4.283, 4.558]],
  "lowdin_charge": [0.228, -0.595, 0.021, 0.343, -0.216, -0.088, -0.053, -0.008, 0.352, -0.215, -0.064, -0.050, 0.106, 0.103, 0.092, 0.118, 0.181, -0.538, 0.085, -0.034, -0.300, 0.069, 0.120, 0.109, 0.145, 0.175, 0.184, -0.561, 0.085, -0.056, -0.308, 0.062, 0.107, 0.125, 0.132, 0.170, 0.173, -0.552, 0.063, -0.055, -0.306, 0.075, 0.134, 0.151, 0.117, 0.175, 0.160, -0.546, 0.080, -0.031, -0.299, 0.083, 0.138, 0.146, 0.143, 0.147, 0.189, -0.547, 0.071, -0.049, -0.314, 0.073, 0.133, 0.144, 0.132, 0.152, 0.198, -0.542, 0.076, -0.046, -0.303, 0.054, 0.120, 0.146, 0.141, 0.177, 0.200, -0.537, 0.061, -0.038, -0.302, 0.061, 0.136, 0.147, 0.112, 0.176, 0.184, -0.552, 0.071, -0.046, -0.317, 0.072, 0.128, 0.144, 0.140, 0.148, 0.189, -0.549, 0.071, -0.055, -0.318, 0.074, 0.130, 0.147, 0.126, 0.173]
}


Question: Number 4 is which compound?
Answer: C6H6